#one
# C2H3ClN2

An isolated molecule of C2H3ClN2 (ωB97M-V/def2-TZVPD, the Open Molecules 2025 dataset).

The SMILES is CC1=NN1Cl. The value obtained for the HOMO-LUMO gap is 10.1 eV. As for the charge: 0.

Each line ends with the Löwdin charge.
Atoms and positions in Å:
Cl -2.61298 0.99986 0.22311  0.4224
N -1.14460 -1.06542 -0.86304  0.1402
N -1.56829 -0.47090 0.37800  -0.4297
C -0.29805 -0.48220 -0.16226  -0.3787
C 1.15044 0.11756 0.02228  0.0179
H 1.28411 0.98483 -0.50954  0.0295
H 1.24178 0.46525 1.17235  0.1345
H 1.94758 -0.54898 -0.26091  0.0639


#two
# C2H3ClN2

An isolated molecule of C2H3ClN2 (ωB97M-V/def2-TZVPD, the Open Molecules 2025 dataset).

The SMILES is CC1=NN1Cl. The value obtained for the HOMO-LUMO gap is 10.8 eV. As for the charge: 0.

Each line ends with the Löwdin charge.
Atoms and positions in Å:
Cl 2.19886 0.90384 -0.00607  0.4884
N 0.96502 -1.37291 0.62378  0.1665
N 1.36339 -0.59377 -0.55264  -0.3650
C 0.15998 -0.59375 0.09206  -0.5851
C -0.97235 0.22477 -0.07371  -0.0373
H -0.47084 1.31115 0.00769  0.1200
H -1.57676 0.01447 -0.95584  0.0889
H -1.66729 0.10620 0.86472  0.1236


Which of them is the most stable? Correct choice: #two.


#one
# C12H30IN2O4

A cluster of 3 separate species, C12H30IN2O4 in total (ωB97M-V/def2-TZVPD, the Open Molecules 2025 dataset).

The value obtained for the HOMO-LUMO gap is 6.9 eV. As for the charge: -1.

Each line ends with the Löwdin charge.
Atoms and positions in Å:
I 1.98658 3.14494 3.03565  -0.5465
O -0.68298 0.12270 -2.19246  -0.1701
O -2.45109 0.20554 0.52010  -0.2342
O -0.97677 -1.38670 1.89161  -0.2120
O 1.84167 -0.95091 -1.42591  -0.1739
N 1.59571 -0.23734 1.46184  -0.0626
N 0.09717 1.59694 0.08514  -0.0423
C 1.48534 -1.47025 2.28122  -0.1972
C -1.15305 -0.37452 -3.42016  -0.1615
C -0.26437 1.50260 -2.38633  -0.1877
C 2.22923 -1.44782 -2.66448  -0.1560
C 2.90240 -1.28121 -0.44267  -0.1555
C 2.89432 -0.27401 0.80672  -0.2121
C 0.11642 -1.63773 2.93625  -0.1448
C -3.49529 0.46249 -0.35713  -0.1355
C -2.23769 -1.97816 2.35676  -0.1096
C -2.04154 1.37871 1.25543  -0.1700
C -1.15412 2.36020 0.43273  -0.1637
C 0.60944 1.99770 -1.20687  -0.2139
H 1.66520 0.53711 2.10643  -0.0485
H -1.69329 2.68239 -0.45811  0.0858
H 3.90388 -1.04794 -0.80421  0.0999
H 1.54163 -1.15291 -3.45716  0.0679
H 3.14727 -0.95609 -2.98620  0.0781
H -0.99938 3.28997 0.98017  0.0928
H -3.24357 -0.14682 -1.22516  0.0801
H -1.54003 0.88895 2.09013  0.1067
H -1.14412 2.13558 -2.50246  0.0997
H 1.63323 1.64619 -1.33492  0.0981
H -1.31204 -1.44945 -3.33443  0.0872
H 3.22196 0.64755 0.32560  0.1012
H 0.02789 -2.54786 3.52951  0.0960
H -2.05965 -2.96061 2.79403  0.0701
H 1.90671 -2.37672 1.84663  0.1022
H -0.44795 -0.24518 -4.24126  0.0694
H -4.46418 0.20914 0.07319  0.0776
H -2.69364 -1.32949 3.10472  0.0748
H -2.12405 -0.00751 -3.75268  0.0766
H -3.01039 -1.94062 1.58889  0.0711
H -0.10595 -0.95638 3.75747  0.1102
H -2.97406 1.75174 1.67892  0.1094
H -3.52133 1.50362 -0.67881  0.0773
H 0.76130 1.98861 0.73753  -0.0387
H 3.69072 -0.51421 1.51110  0.1018
H 0.76101 3.07700 -1.19155  0.1099
H 2.24072 -1.33658 3.05558  0.1039
H 0.25182 1.71809 -3.32184  0.1071
H 2.40787 -2.52022 -2.74288  0.0828
H 2.87101 -2.32052 -0.11567  0.0988


#two
# C12H30IN2O4

A cluster of 3 separate species, C12H30IN2O4 in total (ωB97M-V/def2-TZVPD, the Open Molecules 2025 dataset).

The value obtained for the HOMO-LUMO gap is 7.3 eV. As for the charge: -1.

Each line ends with the Löwdin charge.
Atoms and positions in Å:
I -0.19997 1.91292 -1.74332  -0.5291
O -3.28502 -2.65383 -3.73312  -0.1779
O -2.94538 -0.42832 2.99181  -0.2619
O 0.94890 -1.38047 2.49255  -0.2298
O 5.79704 2.16800 -1.49281  -0.1983
N 3.00765 0.99515 0.55519  -0.0932
N -3.03033 -0.56942 -0.74922  -0.0692
C -2.75188 -1.06971 0.66601  -0.1255
C -3.38983 -1.40960 -3.11368  -0.2023
C -3.00032 0.12970 1.60807  -0.1345
C 0.25619 -1.29912 3.70970  -0.1652
C -3.58812 -2.53903 -5.04706  -0.1829
C 4.12582 0.91814 -0.44443  -0.2255
C 1.61764 -0.12849 2.03894  -0.2155
C 6.35194 3.47625 -1.70874  -0.1040
C -3.23354 0.54806 4.05634  -0.0694
C -2.95924 -1.62995 -1.60737  -0.2924
C 2.33114 -0.41576 0.76240  -0.2081
C 4.71247 2.28285 -0.51744  -0.2262
H 3.66041 0.68751 -1.41264  0.1188
H 0.11908 -2.38030 4.05858  0.1022
H -4.03847 0.45314 1.55912  0.1157
H -4.45029 -1.13526 -2.91946  0.1284
H 3.99471 2.95375 -0.84954  0.0920
H 0.79751 0.57010 1.73005  0.1147
H -1.92704 -1.97009 -1.69967  0.1197
H -3.39304 -2.45550 -1.23081  0.0758
H 3.09326 -1.11659 1.05923  0.0875
H 1.86119 -0.79545 -0.26360  0.1494
H 4.71558 0.10922 -0.01497  0.1138
H 5.35713 4.06356 -2.16192  0.1529
H -2.39828 1.10261 4.15190  0.0394
H -3.01250 -1.73258 -5.56275  0.0942
H 4.92584 2.66879 0.41062  0.0934
H 2.20978 1.45753 -0.09138  0.0233
H -4.66145 -2.23529 -5.27312  0.0989
H -3.48452 -1.79805 0.82181  0.0993
H -4.30165 0.99174 3.77174  0.1318
H -1.74918 -1.32370 0.67746  0.0943
H 2.22930 0.25647 2.92679  0.1406
H -2.74244 -0.60219 -3.48746  0.1243
H 7.07292 3.46060 -2.37524  0.0059
H -3.36029 -3.53503 -5.41172  0.0838
H -2.29066 0.11817 -0.94184  -0.0283
H -0.77306 -0.71749 3.65377  0.0926
H 6.80932 3.86831 -0.76852  0.0927
H -2.28479 0.80243 1.49374  0.0626
H 0.65334 -0.69087 4.53202  0.0609
H -3.39689 0.01710 4.89399  0.0302


Which of them is the most stable? Correct choice: #one.


#one
# C2H9N4

A cluster of 2 separate species, C2H9N4 in total (ωB97M-V/def2-TZVPD, the Open Molecules 2025 dataset).

The value obtained for the HOMO-LUMO gap is 11.7 eV. As for the charge: +1.

Each line ends with the Löwdin charge.
Atoms and positions in Å:
N 0.95832 2.17214 -1.07852  0.2028
N -0.77338 -1.78268 1.08475  -0.0031
N 1.28764 -0.04993 -0.50612  0.2029
N -0.45514 1.10397 0.41474  0.2080
C 0.58890 1.08115 -0.39246  -0.4776
C -1.57918 -2.51143 0.43555  -0.0575
H -2.26003 -3.22126 0.89892  0.0840
H -0.92445 1.96856 0.61837  0.1351
H 1.57768 2.05864 -1.86530  0.1314
H -1.55760 -2.46390 -0.65294  0.0743
H -0.91713 -1.83488 2.09127  0.0706
H 0.82732 -0.92104 -0.27127  0.0905
H 1.97344 -0.09334 -1.24374  0.1297
H -0.72901 0.23664 0.86663  0.0761
H 0.33373 2.96546 -1.06863  0.1328


#two
# C2H9N4

A cluster of 2 separate species, C2H9N4 in total (ωB97M-V/def2-TZVPD, the Open Molecules 2025 dataset).

The value obtained for the HOMO-LUMO gap is 10.4 eV. As for the charge: +1.

Each line ends with the Löwdin charge.
Atoms and positions in Å:
N 0.57649 0.69073 1.79952  -0.0014
N -1.42175 -0.66819 -2.44162  0.0731
N 0.47489 -0.76948 -0.12621  0.3038
N 0.49186 2.10103 1.64643  0.0864
C 0.80082 -0.27303 0.98351  -0.3336
C 1.70656 -0.36031 2.09925  0.1219
H -0.22136 -0.30526 -0.74458  0.1143
H 0.48679 2.52364 2.58656  0.1154
H -1.32511 -0.39082 -3.34164  -0.0022
H 0.88822 -1.53303 -0.50523  0.1084
H 2.69219 -0.11054 1.87986  0.0993
H -1.60756 0.17309 -1.94834  0.0193
H 1.01281 2.62680 0.90917  0.1263
H 1.34869 -0.90974 3.02821  0.1528
H -2.19763 -1.21817 -2.27297  0.0162


Which of them is the most stable? Correct choice: #one.


#one
# C2H9N4

A cluster of 2 separate species, C2H9N4 in total (ωB97M-V/def2-TZVPD, the Open Molecules 2025 dataset).

The value obtained for the HOMO-LUMO gap is 9.8 eV. As for the charge: +1.

Each line ends with the Löwdin charge.
Atoms and positions in Å:
N -1.92356 0.00832 -1.22805  0.1520
N -2.01328 -0.50365 1.11015  0.1371
N 1.83723 -0.72264 -0.76879  0.1105
N 1.99556 1.09066 0.61575  0.1410
C -1.38017 -0.26368 -0.05692  -0.2335
C 1.33921 0.09595 0.11810  -0.3240
H 1.43394 1.60926 1.15536  0.0526
H -1.36696 -0.70111 1.87768  0.1160
H -3.00751 -0.44885 1.38724  0.1389
H -0.09310 -0.29506 0.12328  0.0671
H 2.90854 1.48719 0.24441  0.1660
H 1.40274 -1.62598 -0.76805  0.1045
H -1.27395 0.31426 -1.95754  0.1281
H -2.78726 0.48612 -1.32714  0.1106
H 2.79413 -0.64679 -1.15157  0.1330


#two
# C2H9N4

A cluster of 2 separate species, C2H9N4 in total (ωB97M-V/def2-TZVPD, the Open Molecules 2025 dataset).

The value obtained for the HOMO-LUMO gap is 8.4 eV. As for the charge: +1.

Each line ends with the Löwdin charge.
Atoms and positions in Å:
N -1.55890 -0.70670 0.78612  0.1202
N -0.50583 1.21154 1.71430  0.1409
N 0.77548 -0.59034 0.91451  0.0741
N 0.96406 0.21158 -1.71387  0.1751
C -0.52872 -0.04233 1.10763  -0.6034
C 0.20406 -0.48053 -2.45555  0.1424
H -2.38757 -0.31210 1.20901  0.0530
H -0.17889 -0.04840 -3.37580  0.1233
H 0.69901 -1.59854 0.88219  0.1152
H -0.22167 -1.42354 -2.12850  0.1183
H -1.41493 1.44267 2.07127  0.1058
H 0.37102 1.51062 2.07631  0.0867
H 1.12609 0.01437 -0.67593  0.0909
H 1.38697 -0.30084 1.66012  0.1053
H 1.26981 1.11254 -2.07179  0.1522


Which of them is the most stable? Correct choice: #two.


#one
# C2H7O2

A cluster of 2 separate species, C2H7O2 in total (ωB97M-V/def2-TZVPD, the Open Molecules 2025 dataset).

The value obtained for the HOMO-LUMO gap is 7.5 eV. As for the charge: -1.

Each line ends with the Löwdin charge.
Atoms and positions in Å:
O 1.40263 0.32860 -0.27004  -0.3664
O 0.59114 0.94763 2.25133  -0.1628
C -0.66434 -0.91183 -0.58139  -0.1439
C 0.16559 0.38180 -0.79840  -0.6029
H 0.13712 0.62267 -1.90335  0.0688
H -0.27835 -1.42755 0.29970  0.0450
H -1.75162 -0.84607 -0.58547  0.0405
H 1.16643 0.88594 1.40872  0.0148
H -0.27239 -1.58523 -1.36738  0.0500
H -0.41078 1.28193 -0.42787  0.0717
H -0.08542 0.32211 1.97414  -0.0148


#two
# C2H7O2

A structure of composition C2H7O2 (ωB97M-V/def2-TZVPD, the Open Molecules 2025 dataset).

The value obtained for the HOMO-LUMO gap is 8.1 eV. As for the charge: -1.

Each line ends with the Löwdin charge.
Atoms and positions in Å:
O 0.84213 -1.94832 -0.59288  -0.3097
O -0.89416 -0.41119 0.14768  -0.2767
C 0.17238 1.72135 -0.31247  -0.1237
C -0.42608 0.73369 0.71303  -0.4907
H -0.00266 -1.19111 -0.28192  -0.0413
H 0.43220 1.10735 -1.19170  0.0650
H -1.22584 1.25735 1.28873  0.0792
H 1.11286 2.19398 -0.02143  0.0423
H -0.51873 2.47052 -0.68568  0.0389
H 1.43464 -1.80551 0.15301  -0.0615
H 0.36376 0.54353 1.46954  0.0782


#three
# C2H7O2

A cluster of 2 separate species, C2H7O2 in total (ωB97M-V/def2-TZVPD, the Open Molecules 2025 dataset).

The value obtained for the HOMO-LUMO gap is 7.4 eV. As for the charge: -1.

Each line ends with the Löwdin charge.
Atoms and positions in Å:
O 0.51475 0.87136 -1.89152  -0.1574
O 0.72649 0.52481 0.74383  -0.3419
C -0.35916 -0.14569 1.14142  -0.5945
C -0.90203 -1.31180 0.28504  -0.1470
H -1.82271 -1.01357 -0.22135  0.0430
H 1.30956 1.39730 -1.99905  -0.0089
H 0.45539 0.75162 -0.89208  -0.0254
H -0.17370 -1.80695 -0.36168  0.0553
H -1.28991 0.47818 1.31985  0.0673
H -1.27198 -2.16110 0.89344  0.0406
H -0.26761 -0.50329 2.22863  0.0689


Which of them is the most stable? Correct choice: #two.


#one
# C2H7O2

A structure of composition C2H7O2 (ωB97M-V/def2-TZVPD, the Open Molecules 2025 dataset).

The value obtained for the HOMO-LUMO gap is 8.1 eV. As for the charge: -1.

Each line ends with the Löwdin charge.
Atoms and positions in Å:
O 1.24609 0.00802 -0.01442  -0.2624
O 0.89213 0.10800 -2.41592  -0.3421
C -1.14894 -0.26538 0.64495  -0.1408
C 0.31915 0.01839 0.99186  -0.4812
H -1.45518 0.14254 -0.36082  0.0695
H 0.93735 0.03181 -1.20710  -0.0312
H -1.88600 0.14430 1.40129  0.0596
H 0.20089 1.02510 1.39902  0.0671
H 0.70444 -0.64245 1.77888  0.0807
H 1.54137 0.77681 -2.63916  -0.0759
H -1.35131 -1.34714 0.42141  0.0567


#two
# C2H7O2

A cluster of 2 separate species, C2H7O2 in total (ωB97M-V/def2-TZVPD, the Open Molecules 2025 dataset).

The value obtained for the HOMO-LUMO gap is 7.7 eV. As for the charge: -1.

Each line ends with the Löwdin charge.
Atoms and positions in Å:
O 0.17318 -0.44308 0.65722  -0.1822
O -1.61210 1.10801 1.42414  -0.4747
C 1.38694 -0.64731 -1.48365  -0.1291
C 0.21064 -0.04119 -0.67867  -0.4082
H -0.67708 -0.41520 -1.21789  0.0952
H -2.31504 0.57250 1.82212  -0.1181
H 1.44246 -1.73587 -1.49052  0.0500
H 2.31061 -0.31134 -0.99146  0.0555
H 0.30437 1.04417 -0.75837  0.0997
H -0.55360 0.23021 1.02886  -0.0367
H 1.44386 -0.31947 -2.52458  0.0487


Which of them is the most stable? Correct choice: #two.